10 unconnected molecules or ions with the total composition C46H91Cl18FNO3 at a distorted geometry. Source: the OMol25 dataset; level of theory: ωB97M-V/def2-TZVPD.

The HOMO energy comes out at -11.53 eV. Its total charge is +1. Its HOMO-LUMO gap is 9.4 eV. The calculation puts the total energy at -284929.3031 eV.

Each line ends with the Mulliken charge.
Geometry (Å):
C (-6.8227, -3.7857, 6.0242)  -0.734
C (-5.8090, -3.9116, 4.8688)  -0.461
C (-6.4283, -4.4325, 3.5630)  -0.583
C (-5.3922, -4.9764, 2.5666)  -0.887
C (-4.7857, -3.9016, 1.6356)  -0.434
C (-4.7685, -4.3102, 0.1502)  -1.039
C (-3.6924, -3.5595, -0.6719)  -0.992
C (-2.4888, -4.4274, -1.1145)  -0.009
C (-1.1567, -4.1315, -0.3918)  -0.913
C (-0.0006, -3.9081, -1.3797)  -1.142
C (-0.0364, -2.4812, -1.9673)  -0.546
C (0.9758, -1.5450, -1.2966)  -0.756
C (0.5986, -0.0505, -1.3517)  -0.697
C (1.3376, 0.7338, -2.4602)  -0.952
C (2.5211, 1.5254, -1.8974)  -0.331
C (2.0753, 2.7618, -1.0816)  -0.636
C (2.6955, 4.0961, -1.5447)  -0.617
C (1.9124, 4.7676, -2.6742)  -0.265
F (1.4275, 3.8191, -3.5689)  -0.315
C (0.7570, 5.6560, -2.1909)  -1.454
C (0.2787, 5.4805, -0.7465)  0.597
C (-0.3678, 6.7708, -0.2713)  -1.296
O (-0.8795, 6.5195, 1.0325)  -0.329
C (-1.4541, 7.6077, 1.6323)  0.541
C (-2.0008, 7.2769, 2.9807)  -1.001
O (-1.4778, 8.6630, 1.0882)  -0.521
N (1.3992, 5.1616, 0.2294)  0.140
C (2.7649, 5.0965, -0.3766)  0.151
C (3.8373, 4.6554, 0.6387)  -1.259
C (3.4565, 4.7061, 2.1273)  -0.424
C (4.4848, 3.9404, 2.9696)  -0.840
C (4.1178, 2.4760, 3.1198)  -0.559
O (3.9106, 1.9114, 1.8228)  -0.267
H (-6.4389, -4.2463, 6.9365)  0.297
H (-7.0053, -2.7346, 6.2678)  0.302
H (-7.7854, -4.2324, 5.7707)  0.011
H (-5.0066, -4.5987, 5.1573)  0.341
H (-5.3510, -2.9381, 4.6613)  0.207
H (-6.9820, -3.6144, 3.0825)  0.275
H (-7.1627, -5.2124, 3.7943)  0.422
H (-5.8395, -5.7730, 1.9632)  0.442
H (-4.5744, -5.4271, 3.1406)  0.318
H (-5.3377, -2.9616, 1.7490)  0.349
H (-3.7460, -3.7120, 1.9295)  0.290
H (-4.5717, -5.3865, 0.1056)  0.492
H (-5.7540, -4.1095, -0.2816)  0.220
H (-4.1567, -3.1007, -1.5496)  0.517
H (-3.3202, -2.7373, -0.0485)  0.449
H (-2.7452, -5.4845, -1.0067)  0.462
H (-2.3379, -4.2544, -2.1847)  0.043
H (-0.9012, -4.9406, 0.2991)  0.455
H (-1.2704, -3.2155, 0.2038)  0.283
H (-0.1094, -4.6322, -2.1944)  0.428
H (0.9597, -4.0936, -0.8882)  0.404
H (0.1320, -2.5228, -3.0486)  0.295
H (-1.0450, -2.0734, -1.8214)  0.397
H (1.0798, -1.8487, -0.2476)  0.404
H (1.9656, -1.6819, -1.7511)  0.305
H (0.8458, 0.3958, -0.3799)  0.263
H (-0.4813, 0.0488, -1.4997)  0.486
H (0.6518, 1.4323, -2.9525)  0.338
H (1.6897, 0.0339, -3.2252)  0.560
H (3.1700, 1.8458, -2.7196)  0.706
H (3.1146, 0.8633, -1.2572)  -0.707
H (2.3725, 2.5901, -0.0389)  0.821
H (0.9790, 2.8199, -1.1252)  0.251
H (3.7225, 3.9182, -1.8762)  0.756
H (2.6108, 5.3988, -3.2338)  0.418
H (0.9853, 6.7093, -2.3791)  0.396
H (-0.1042, 5.4214, -2.8242)  0.592
H (-0.4594, 4.6831, -0.6468)  0.267
H (-1.1628, 7.0688, -0.9602)  0.668
H (0.3706, 7.5834, -0.2525)  0.281
H (-1.1993, 6.9244, 3.6322)  0.305
H (-2.7341, 6.4698, 2.9097)  0.322
H (-2.4705, 8.1640, 3.4006)  0.371
H (1.2022, 4.2844, 0.7135)  0.544
H (1.4032, 5.8792, 0.9605)  0.468
H (3.0006, 6.0950, -0.7577)  0.335
H (4.7261, 5.2749, 0.4967)  0.263
H (4.1277, 3.6275, 0.4079)  0.390
H (2.4668, 4.2729, 2.3252)  0.317
H (3.4387, 5.7512, 2.4571)  0.390
H (5.4497, 3.9862, 2.4496)  0.311
H (4.6256, 4.4021, 3.9497)  0.414
H (4.9208, 1.9515, 3.6475)  0.416
H (3.2026, 2.3579, 3.7138)  0.251
H (4.3426, 1.0489, 1.7840)  0.061
Cl (-9.1548, -5.8178, 7.9217)  -0.161
C (-10.8781, -5.4151, 7.7110)  -0.438
C (-11.0746, -4.2610, 6.7610)  -0.469
Cl (-10.4692, -2.7242, 7.4326)  -0.180
H (-11.2890, -5.1958, 8.6930)  0.321
H (-11.3686, -6.3012, 7.3115)  0.291
H (-12.1370, -4.1280, 6.5639)  0.352
H (-10.5585, -4.4342, 5.8198)  0.283
Cl (-2.7977, -6.2903, -4.0193)  -0.112
C (-2.7413, -8.0482, -4.3272)  -0.113
C (-2.1039, -8.7896, -3.1814)  -0.504
Cl (-0.3641, -8.4221, -3.0236)  -0.195
H (-2.1994, -8.2012, -5.2569)  0.333
H (-3.7673, -8.3861, -4.4603)  -0.072
H (-2.1918, -9.8619, -3.3472)  0.368
H (-2.5775, -8.5371, -2.2360)  0.309
Cl (2.8879, 8.4222, 1.3824)  -0.085
C (4.2553, 9.4656, 0.8678)  -0.579
C (4.5414, 9.3068, -0.6019)  -0.469
Cl (5.1960, 7.6849, -0.9657)  -0.145
H (5.1143, 9.2039, 1.4792)  0.341
H (3.9619, 10.4912, 1.0817)  0.371
H (5.2820, 10.0334, -0.9291)  0.388
H (3.6367, 9.4386, -1.1901)  0.283
Cl (-4.7573, -6.7239, -7.3997)  -0.168
C (-6.4268, -6.4757, -6.8290)  -0.416
C (-6.5817, -6.8429, -5.3745)  -0.338
Cl (-6.4158, -8.5991, -5.0992)  -0.209
H (-7.0867, -7.0603, -7.4646)  0.318
H (-6.6552, -5.4189, -6.9573)  0.284
H (-7.5745, -6.5604, -5.0286)  0.342
H (-5.8342, -6.3427, -4.7626)  0.184
Cl (-1.1084, 3.1319, -8.8357)  -0.184
C (-0.5440, 3.2978, -7.1557)  -0.436
C (0.3282, 2.1451, -6.7280)  0.225
Cl (-0.5869, 0.6214, -6.5935)  -0.187
H (-1.4217, 3.3832, -6.5194)  0.330
H (0.0277, 4.2233, -7.1004)  0.268
H (0.7492, 2.3539, -5.7450)  -0.349
H (1.1393, 1.9814, -7.4331)  0.366
Cl (6.4758, -0.5703, 2.0906)  -0.220
C (6.8522, -0.7499, 0.3512)  -0.184
C (5.6509, -1.0903, -0.4880)  0.594
Cl (5.0243, -2.7223, -0.1594)  -0.183
H (7.6182, -1.5166, 0.2657)  0.136
H (7.2734, 0.1983, 0.0225)  0.329
H (5.9494, -1.0675, -1.5349)  0.078
H (4.8309, -0.3896, -0.3404)  -0.554
Cl (8.5606, -4.3696, -1.2516)  -0.126
C (7.3234, -5.0178, -2.3646)  -0.501
C (7.3645, -4.3507, -3.7160)  -0.526
Cl (6.8496, -2.6457, -3.6176)  -0.159
H (6.3567, -4.8818, -1.8864)  0.264
H (7.5227, -6.0821, -2.4746)  0.354
H (6.6747, -4.8547, -4.3901)  0.352
H (8.3616, -4.3704, -4.1477)  0.337
Cl (12.6217, -2.2392, 1.3304)  -0.191
C (11.1809, -2.7392, 0.4103)  -0.423
C (11.0151, -1.9490, -0.8618)  -0.100
Cl (10.6059, -0.2387, -0.5461)  -0.200
H (10.3175, -2.6268, 1.0623)  0.266
H (11.3041, -3.7933, 0.1659)  0.322
H (10.1992, -2.3670, -1.4486)  -0.062
H (11.9229, -1.9610, -1.4593)  0.406
Cl (-2.0856, 5.9631, 6.2584)  -0.175
C (-3.8295, 5.7998, 6.6167)  -0.504
C (-4.5806, 7.0856, 6.3836)  -0.322
Cl (-4.1255, 8.3508, 7.5491)  -0.170
H (-3.9167, 5.4710, 7.6487)  0.393
H (-4.2200, 5.0215, 5.9633)  0.278
H (-5.6480, 6.9058, 6.5004)  0.327
H (-4.3971, 7.4758, 5.3852)  0.191

Forces on atoms 1 to 6 (eV/Å):
0.2841 0.4839 -0.0967
-0.2072 -0.1320 -0.1471
0.0290 -0.0136 -0.0346
-0.0083 0.3317 0.0353
0.1734 -0.2875 -0.0700
0.1947 0.3093 0.1752